Density functional theory data (the ωB97M-V functional and the def2-TZVPD basis) for an isolated ion of composition C3HO3 and charge -1 in a non-equilibrium geometry.

Output
Structure (SMILES)   O=C=CC(=O)[O-]
E_HOMO   -4.366 eV
HOMO-LUMO gap   8.5 eV
LUMO energy   4.16 eV
Relative energy (zero: lowest compared OMol25 entry of this formula, charge and spin)   15.5 kcal per mole

Structure (ORCA input):
```
! RIJCOSX wB97M-V def2-TZVPD def2/J DEFGRID3
* xyz -1 1
O 2.09503 -1.37070 -0.95586
C 1.26481 -1.18232 -0.03733
C 0.23838 -0.99449 0.64502
C -1.21042 -1.31207 -0.01969
O -1.84274 -1.84317 0.86820
O -1.37202 -1.03084 -1.19095
H -0.09728 -0.77587 1.60775
*
```

---

Density functional theory data (the ωB97M-V functional and the def2-TZVPD basis) for C26H24As2AuO as an isolated structure.

Output
E_HOMO   -2.929 eV
HOMO-LUMO gap   5.6 eV
LUMO energy   2.66 eV
Relative energy (zero: lowest compared OMol25 entry of this formula, charge and spin)   0.0 kcal per mole

Structure (ORCA input):
```
! RIJCOSX wB97M-V def2-TZVPD def2/J DEFGRID3
* xyz -1 1
Au 0.37608 -1.15144 -2.50401
C 0.33155 0.84003 0.70043
C -0.76120 -0.22434 0.69603
As -1.40365 -0.63572 -1.11939
C -2.21826 1.09343 -1.52482
C -3.03721 1.77202 -0.62524
C -3.56429 3.01321 -0.95031
C -3.27900 3.58550 -2.18341
C -2.46563 2.91618 -3.08524
C -1.93698 1.67337 -2.75733
C -2.97373 -1.69274 -0.67656
C -4.26407 -1.33547 -1.05218
C -5.34298 -2.14316 -0.71394
C -5.14174 -3.31625 -0.00275
C -3.85442 -3.68769 0.36235
C -2.77761 -2.88365 0.02035
As 1.93951 0.53043 -0.48365
C 2.49543 -1.19142 0.26673
C 3.00540 -2.12872 -0.63479
C 3.44514 -3.36014 -0.15906
C 3.37546 -3.66397 1.19335
C 2.87226 -2.72877 2.08901
C 2.44001 -1.49420 1.62434
C 3.05691 1.68416 0.69010
C 2.73108 3.04270 0.71300
C 3.47641 3.95367 1.44612
C 4.58825 3.52485 2.16077
C 4.94156 2.18514 2.12655
C 4.18308 1.27406 1.39820
H 0.70989 0.96160 1.71687
H -0.07919 1.80531 0.39559
H -1.62015 0.09511 1.29259
H -0.39696 -1.16031 1.12455
H -3.26634 1.33077 0.33839
H -4.19585 3.53542 -0.24172
H -3.68764 4.55627 -2.43665
H -2.23262 3.36246 -4.04392
H -1.27839 1.14945 -3.44218
H -4.43174 -0.42366 -1.61163
H -6.34351 -1.85279 -1.01078
H -5.98431 -3.94392 0.25997
H -3.68763 -4.60850 0.90735
H -1.77342 -3.18820 0.29554
H 3.01916 -1.88606 -1.70783
H 3.83399 -4.08977 -0.85955
H 3.71198 -4.62944 1.55416
H 2.82075 -2.95796 3.14743
H 2.06103 -0.76171 2.33012
H 1.87914 3.39875 0.14129
H 3.19684 5.00079 1.45241
H 5.17905 4.23197 2.73042
H 5.81445 1.84091 2.66935
H 4.48017 0.23294 1.38088
O 2.03392 -1.45049 -3.39730
*
```

---

> LUMO energy of number 2 (C26H24As2AuO)?

2.66 eV